# 1
Computed, not measured: 8 unconnected molecules or ions with the total composition C56H122N10O8 at a distorted geometry, with the ωB97M-V functional and the def2-TZVPD basis.

Calculated values
spin multiplicity: 1
HOMO level: -8.024 eV
frontier orbital gap: 8.3153 eV
SMILES string: CC1(C)CCCC(C)(C)N1O.CC1(C)CCCC(C)(C)N1O.CC1(C)CCCC(C)(C)N1O.CC1(C)CCCC(C)(C)N1O.CC1(C)CCCC(C)(C)N1O.CC1(C)CCCC(C)(C)N1O.NC(N)=O.NC(N)=O

XYZ file:
```
196
Properties=species:S:1:pos:R:3:lowdin_charge:R:1
O 20.99 10.57 -4.02 -0.012
O 10.17 12.38 3.58 0.026
O 15.86 12.12 1.27 -0.013
O 16.96 9.31 -3.23 0.020
O 7.59 8.65 0.20 -0.017
O 15.67 13.95 3.45 -0.020
O 11.99 18.37 -3.82 -0.026
O 10.22 11.01 -4.33 -0.020
N 14.96 9.15 -2.18 0.173
N 14.83 11.63 0.43 -0.083
N 8.86 11.67 5.28 0.145
N 13.36 18.20 -3.56 -0.086
N 15.55 7.62 -3.81 0.158
N 10.61 11.10 -5.68 -0.106
N 21.18 10.75 -2.63 -0.094
N 7.32 9.12 -1.11 -0.109
N 15.12 13.58 4.71 -0.089
N 11.16 11.43 5.41 0.159
C 15.58 13.03 -1.44 -0.024
C 12.89 10.15 0.22 -0.124
C 12.05 11.18 -5.88 -0.521
C 18.80 11.53 -2.26 -0.037
C 9.53 13.30 -6.27 -0.021
C 20.19 8.50 -2.07 -0.026
C 7.02 10.56 -1.18 -0.509
C 6.73 10.97 -2.61 -0.148
C 6.09 8.62 -3.21 -0.132
C 15.16 18.28 -1.83 -0.130
C 20.62 12.05 -0.64 -0.151
C 21.36 9.50 -1.90 -0.512
C 13.32 12.05 -1.46 -0.133
C 5.19 7.76 -1.02 -0.026
C 12.64 12.56 -5.49 -0.026
C 14.42 12.63 -0.54 -0.497
C 13.15 11.58 2.29 -0.015
C 13.83 13.91 0.08 -0.011
C 6.45 8.14 -1.80 -0.511
C 8.33 11.24 -0.76 -0.043
C 12.28 11.22 -0.72 -0.157
C 13.70 17.17 -5.70 -0.026
C 12.80 17.97 -1.08 -0.026
C 15.69 16.99 -2.41 -0.173
C 15.88 8.74 -3.10 -0.654
C 13.07 15.73 -3.78 -0.026
C 22.62 8.83 -2.47 -0.041
C 14.70 9.66 1.83 -0.016
C 7.38 6.93 -2.01 -0.045
C 20.30 11.80 -2.13 -0.520
C 14.90 16.04 5.26 -0.027
C 8.26 11.18 -6.29 -0.025
C 13.70 18.57 -2.18 -0.501
C 20.69 13.12 -2.81 -0.036
C 17.42 13.41 5.56 -0.025
C 13.88 10.81 1.18 -0.495
C 13.73 14.25 6.56 -0.158
C 21.61 9.75 -0.42 -0.138
C 5.70 10.09 -3.30 -0.169
C 12.74 10.10 -5.03 -0.033
C 12.31 10.84 -7.34 -0.132
C 20.71 10.81 0.23 -0.176
C 14.26 14.66 5.19 -0.521
C 9.65 11.79 -6.54 -0.509
C 10.08 11.85 4.67 -0.668
C 16.17 11.37 4.86 -0.030
C 14.77 13.75 7.55 -0.167
C 16.03 12.76 5.48 -0.522
C 10.00 11.52 -8.00 -0.137
C 15.33 16.83 -3.88 -0.156
C 11.48 11.73 -8.28 -0.176
C 13.48 20.10 -2.10 -0.039
C 13.03 14.72 4.29 -0.029
C 5.88 10.97 -0.20 -0.015
C 13.86 16.96 -4.18 -0.512
C 15.49 12.57 6.89 -0.147
H 12.19 12.80 -4.52 0.067
H 14.98 9.93 2.85 0.051
H 20.32 13.15 -3.84 0.081
H 16.42 13.44 -0.87 0.088
H 14.14 16.81 5.37 0.085
H 23.50 9.41 -2.21 0.084
H 11.98 9.81 -7.50 0.124
H 13.04 13.40 6.44 0.104
H 6.31 11.98 -2.56 0.128
H 12.27 15.38 4.73 0.089
H 16.11 7.21 -4.53 0.103
H 13.36 9.34 -0.33 0.086
H 15.31 13.77 -2.20 0.079
H 16.34 12.36 7.55 0.116
H 8.25 7.27 -2.57 0.080
H 12.72 10.35 -3.97 0.056
H 5.24 8.06 -3.62 0.121
H 12.79 13.77 0.41 0.080
H 16.61 11.41 3.87 0.077
H 8.22 10.15 -6.65 0.089
H 12.84 18.43 -0.09 0.089
H 15.81 19.14 -2.02 0.120
H 20.37 7.57 -1.53 0.086
H 19.24 8.91 -1.75 0.061
H 14.38 17.98 -5.96 0.084
H 8.53 8.82 0.25 0.097
H 13.27 15.11 3.30 0.082
H 14.25 13.42 8.44 0.111
H 6.19 11.89 0.30 0.078
H 12.54 10.95 2.92 0.080
H 8.73 13.73 -6.88 0.085
H 5.44 7.37 -0.04 0.082
H 8.22 12.33 -0.87 0.091
H 18.20 12.44 -2.27 0.070
H 11.98 15.79 -3.68 0.087
H 19.73 10.33 0.34 0.103
H 17.35 14.44 5.90 0.080
H 15.72 15.86 -4.27 0.129
H 11.85 10.58 -1.51 0.104
H 8.12 12.19 4.83 0.100
H 5.67 10.21 0.55 0.074
H 10.99 10.84 6.20 0.093
H 14.85 11.69 7.04 0.115
H 13.35 14.81 -4.31 0.061
H 4.70 10.28 -2.90 0.108
H 15.96 12.15 -1.98 0.072
H 14.10 8.65 -2.09 0.089
H 12.41 12.25 1.85 0.070
H 7.67 11.09 -3.16 0.090
H 22.66 9.96 -0.19 0.116
H 8.63 11.08 0.28 0.084
H 15.27 18.20 -0.75 0.124
H 4.65 7.00 -1.59 0.084
H 11.72 11.46 -9.31 0.113
H 15.18 10.92 4.78 0.071
H 15.18 9.99 -1.66 0.071
H 12.07 9.73 0.80 0.124
H 14.43 14.37 0.87 0.085
H 19.87 12.74 -0.24 0.117
H 16.75 16.79 -2.30 0.120
H 13.87 11.40 -2.15 0.084
H 21.45 8.80 0.11 0.118
H 6.92 6.19 -2.68 0.085
H 14.17 20.64 -2.75 0.085
H 7.50 11.81 -6.75 0.088
H 20.23 13.93 -2.25 0.081
H 9.44 12.23 -8.63 0.124
H 21.78 13.20 -2.85 0.088
H 17.88 13.39 4.57 0.078
H 9.35 13.57 -5.22 0.082
H 13.30 15.39 -2.75 0.054
H 15.49 14.55 7.76 0.106
H 11.52 17.84 -3.15 0.073
H 16.05 17.24 -4.60 0.124
H 13.57 20.44 -1.07 0.084
H 14.06 8.79 1.96 0.086
H 12.78 12.81 -2.02 0.116
H 18.43 10.83 -1.51 0.064
H 4.50 8.60 -0.91 0.076
H 13.75 14.69 -0.68 0.044
H 12.08 11.41 5.01 0.074
H 18.64 11.10 -3.25 0.071
H 22.58 8.81 -3.57 0.078
H 8.00 11.18 -5.23 0.050
H 15.61 16.21 6.07 0.074
H 21.55 12.61 -0.52 0.122
H 15.57 9.40 1.24 0.086
H 18.12 12.90 6.22 0.083
H 12.46 20.35 -2.38 0.079
H 11.73 18.08 -1.33 0.078
H 13.98 16.30 -6.29 0.083
H 12.98 14.92 7.00 0.125
H 16.74 10.73 5.55 0.093
H 20.09 8.19 -3.12 0.083
H 8.75 11.32 6.21 0.089
H 13.89 12.13 2.88 0.060
H 13.70 12.44 -5.26 0.090
H 16.66 11.98 0.74 0.107
H 12.51 13.76 4.20 0.057
H 7.74 6.40 -1.13 0.077
H 15.32 13.28 2.86 0.039
H 6.95 8.46 -3.87 0.116
H 22.77 7.78 -2.22 0.085
H 4.99 11.26 -0.75 0.074
H 20.27 9.93 -4.09 0.082
H 10.42 13.81 -6.64 0.067
H 15.23 16.12 -1.92 0.083
H 12.22 9.18 -5.26 0.093
H 11.76 12.78 -8.15 0.100
H 14.69 7.16 -3.58 0.091
H 12.46 13.35 -6.21 0.064
H 13.79 10.06 -5.33 0.086
H 12.70 17.54 -5.93 0.077
H 5.67 10.45 -4.33 0.106
H 21.04 11.03 1.24 0.111
H 13.36 10.98 -7.60 0.126
H 9.67 10.53 -8.30 0.119
H 11.47 11.73 -0.21 0.105
H 10.21 11.93 -4.01 0.085
H 9.07 11.04 -1.54 0.070
H 12.98 16.90 -1.03 0.066
H 15.44 16.24 4.33 0.082
```

---

# 2
Computed, not measured: 13 unconnected molecules or ions with the total composition C56H123BN5O20 at a distorted geometry, with the ωB97M-V functional and the def2-TZVPD basis.

Calculated values
spin multiplicity: 2
HOMO level (spin up / spin down): -7.761 / -7.761 eV
frontier orbital gap (spin up / spin down): 7.0808 / 3.4819 eV

XYZ file:
```
205
Properties=species:S:1:pos:R:3:lowdin_charge:R:1
O -0.23 2.07 -7.08 -0.100
O -2.20 3.35 -2.03 0.086
O 6.89 1.03 1.88 -0.121
O 0.53 -3.07 8.09 0.005
O 4.73 -3.16 4.25 -0.113
O 1.91 -1.80 -1.25 0.227
O -4.71 -1.15 4.15 -0.026
O -2.12 -5.12 -1.41 -0.116
O 4.34 -1.53 -7.85 -0.019
O 3.99 -2.28 -0.42 0.111
O -2.44 -2.11 -2.01 0.122
O -4.93 -2.08 -5.09 -0.126
O 0.06 1.06 2.84 -0.006
O 0.96 -0.95 0.74 0.227
O 5.63 -4.12 -2.12 -0.132
O 0.27 0.00 -1.51 0.199
O -0.49 -2.11 -0.88 0.237
O 2.62 -1.36 2.21 0.102
O 3.35 2.93 -1.60 -0.112
O -1.48 0.63 -2.82 0.064
N 0.19 -3.51 6.81 -0.122
N 4.30 -1.05 -6.49 -0.104
N 0.84 2.18 2.88 -0.116
N -2.54 3.92 -3.23 0.089
N -4.70 -0.33 3.03 -0.095
C -0.76 -4.34 4.27 -0.213
C 3.51 -1.89 -5.55 -0.430
C 4.17 -3.28 -5.34 -0.041
C 3.46 -1.12 -4.14 -0.101
C 2.52 3.65 3.99 -0.132
C -4.92 4.49 -2.64 0.015
C -3.97 -0.93 1.87 -0.485
C -1.99 6.27 -2.57 0.006
C 1.62 2.39 4.09 -0.498
C 0.49 -3.50 4.38 -0.125
C -5.88 1.42 1.74 -0.108
C -1.64 -5.15 -0.07 -0.160
C -4.58 -2.20 1.37 -0.024
C -2.00 5.51 -4.96 -0.115
C -3.96 3.73 -3.66 -0.389
C 5.50 -0.29 -6.14 -0.499
C 4.80 -0.45 -3.64 -0.136
C -1.22 3.67 2.60 -0.028
C -7.27 -0.55 2.67 -0.036
C -0.96 -5.40 7.96 -0.033
C -0.91 -0.22 -2.08 -0.284
C 2.83 -1.85 -0.30 -0.292
C -4.34 2.20 -3.62 0.002
C -2.55 -1.24 2.37 -0.013
C 1.12 4.51 2.02 -0.124
C -0.03 2.77 0.60 -0.017
C 2.64 1.23 4.32 -0.018
C 2.01 -2.20 -5.97 -0.028
C 5.38 0.48 -4.76 -0.112
C -0.39 -1.42 5.55 -0.015
C -1.37 -1.61 -1.69 -0.365
C -1.07 -4.31 6.79 -0.400
C 1.99 -2.16 5.82 -0.025
C -6.06 0.38 2.91 -0.448
C 6.70 -4.10 -1.20 -0.160
C -4.25 4.26 -5.08 -0.109
C -3.90 0.18 0.76 -0.123
C 5.39 -3.36 3.04 -0.183
C -3.50 5.62 -5.29 -0.129
C 0.21 3.28 2.11 -0.431
C 6.74 -1.21 -5.98 -0.038
C 1.80 4.89 3.39 -0.162
C 0.73 2.50 5.33 -0.020
C -5.14 -2.57 -3.77 -0.165
C -0.18 4.75 -3.33 0.012
C -6.37 1.15 4.23 -0.046
C -0.80 1.73 -5.84 -0.164
C -5.23 0.84 0.42 -0.158
C 6.40 -0.30 1.66 -0.147
C -2.39 -3.46 6.96 -0.031
C -1.14 -5.16 5.45 -0.137
C 5.82 0.76 -7.24 -0.046
C 0.53 -2.68 5.68 -0.479
C 2.13 -1.36 1.05 -0.328
C 2.34 2.16 -2.32 -0.136
C -1.70 5.07 -3.52 -0.448
B 0.68 -1.21 -0.69 -0.797
H -5.28 4.59 -5.17 0.121
H -4.24 -3.12 -3.49 0.064
H -4.79 -2.88 -5.60 0.072
H 6.91 -0.78 0.83 0.082
H 4.33 -3.81 -6.27 0.080
H -6.82 1.93 1.58 0.109
H -4.64 4.15 -1.65 0.083
H 3.36 3.48 3.32 0.110
H -2.32 -4.23 -1.70 0.027
H -0.32 3.56 -0.09 0.063
H -5.14 1.55 -0.40 0.084
H -2.85 6.87 -2.86 0.077
H 1.53 -1.24 -6.16 0.063
H -0.89 2.10 0.62 0.062
H 6.42 -0.94 2.55 0.061
H -2.09 -0.33 2.77 0.079
H -1.13 6.94 -2.60 0.095
H 6.86 -5.07 -0.73 0.075
H 1.43 -2.81 -5.28 0.078
H -0.48 -6.03 5.44 0.115
H -0.76 2.50 -5.07 0.040
H -6.67 0.49 5.05 0.074
H 2.55 1.11 -2.12 0.060
H 2.89 3.98 4.97 0.117
H -5.55 -2.00 0.92 0.069
H 6.46 -3.36 -0.45 0.059
H -1.54 -3.67 3.91 0.088
H 5.04 -2.60 2.35 0.043
H -1.87 -5.97 8.16 0.069
H -5.20 2.21 2.07 0.109
H 6.65 1.38 2.74 0.067
H 1.35 -4.15 4.21 0.123
H -1.22 3.97 3.65 0.064
H -0.23 -0.64 6.29 0.079
H -3.09 -3.86 7.69 0.070
H -5.82 0.02 0.01 0.094
H -2.11 5.98 -1.52 0.096
H -5.52 1.64 4.70 0.081
H -1.88 2.48 -2.28 0.089
H 2.25 -1.61 4.92 0.053
H 3.82 -2.99 4.00 0.034
H -0.74 -4.54 0.06 0.061
H -1.43 -6.19 0.21 0.082
H -0.04 3.27 5.31 0.072
H 0.99 5.21 4.05 0.097
H 1.33 2.40 -2.00 0.037
H 2.14 -1.48 6.65 0.083
H -1.92 -1.68 1.61 0.084
H 3.89 -0.86 -8.37 0.091
H -0.80 -4.94 8.94 0.068
H 0.55 5.42 1.80 0.110
H -4.31 1.73 -2.63 0.071
H 4.90 1.33 -7.39 0.075
H 2.38 2.26 -3.40 0.083
H 5.08 -4.33 2.64 0.081
H -7.36 -1.37 3.39 0.083
H -3.16 0.91 1.08 0.101
H 2.03 -2.83 -6.86 0.074
H 7.60 -0.54 -6.10 0.076
H -6.05 -3.16 -3.76 0.076
H 0.10 4.21 -4.24 0.067
H 4.62 0.18 -2.77 0.089
H 0.03 -2.26 8.20 0.088
H -3.71 1.60 -4.28 0.079
H -4.79 -2.90 2.19 0.089
H 5.13 -3.33 -4.83 0.064
H 0.73 1.96 -7.12 0.077
H -3.95 6.37 -4.64 0.100
H -0.63 -5.05 3.45 0.113
H -0.49 0.79 -5.38 0.074
H -0.22 -6.14 7.66 0.073
H -4.11 3.51 -5.86 0.123
H 3.11 1.34 5.30 0.092
H 0.25 1.52 5.33 0.066
H 2.54 5.69 3.33 0.104
H -1.92 2.84 2.51 0.067
H 0.07 4.05 -2.52 0.066
H -2.18 -2.51 7.44 0.070
H 6.36 0.88 -4.48 0.115
H -5.31 -1.88 3.98 0.076
H 3.40 1.05 3.55 0.080
H 6.65 1.39 -6.95 0.083
H 5.34 -0.31 1.38 0.054
H -2.14 -5.56 5.27 0.120
H 0.50 5.60 -3.37 0.107
H -5.98 4.33 -2.83 0.103
H 6.79 -1.81 -5.08 0.068
H 6.80 -1.90 -6.82 0.081
H -1.58 6.51 -5.03 0.128
H -1.86 1.59 -6.06 0.078
H -8.22 -0.01 2.71 0.081
H -5.34 2.07 -4.04 0.101
H -1.43 -1.73 5.56 0.055
H -2.32 -4.70 0.64 0.063
H -1.68 4.54 2.12 0.076
H -2.59 -1.99 3.17 0.060
H 0.85 2.28 0.18 0.066
H -3.66 5.90 -6.34 0.119
H 1.98 0.36 4.35 0.044
H -1.32 4.95 -5.60 0.119
H -4.73 5.56 -2.62 0.072
H -5.32 -1.83 -2.99 0.069
H 3.44 -3.87 -4.79 0.079
H -7.28 -0.80 1.61 0.065
H 4.77 1.33 -5.04 0.100
H 1.33 2.62 6.23 0.087
H 1.93 4.32 1.31 0.111
H 2.58 -0.47 -4.14 0.094
H 6.05 0.39 -8.24 0.077
H 2.63 -3.03 5.97 0.088
H 3.23 -1.87 -3.39 0.089
H -7.15 1.90 4.09 0.080
H 6.48 -3.33 3.08 0.084
H -2.95 -3.39 6.03 0.071
H 0.62 0.53 2.26 0.076
H 4.88 -3.63 -1.78 0.031
H 3.50 2.54 -0.74 0.067
H 0.52 -2.90 3.47 0.110
H 5.54 -1.18 -3.32 0.098
H -3.99 -2.66 0.59 0.083
H 7.62 -3.77 -1.69 0.075
H -3.47 -0.20 -0.16 0.103
H -0.30 -0.94 4.58 0.063
```

---

Among the records above, which one has the highest spin multiplicity? C56H123BN5O20